Below is a structure of composition C29H44CrN3O2S3Si4Te, with properties calculated with wB97M-V/def2-TZVPD.

The geometry in XYZ format:
```
87
C29H44CrN3O2S3Si4Te, DFT wB97M-V/def2-TZVPD
C 2.8772 5.4839 -0.7631
N -0.6003 -1.5674 1.1482
H 1.0742 -6.7336 0.3890
H -1.9532 3.5643 -4.9157
H 2.7509 5.8891 -1.7695
C -3.6805 -2.3426 3.0987
C -4.8582 -3.1524 -0.3123
H 4.2470 3.0836 1.0855
S 2.1871 -2.5435 -1.7312
C -2.7567 -2.2708 0.4744
Cr -0.0211 -2.0503 -1.0193
O 0.5507 -0.1054 2.8842
C 0.4021 -2.2582 4.8090
C 3.9033 2.9164 -1.9636
H 0.1109 5.8868 0.9158
H 0.0350 1.8996 2.0435
H 3.7089 -5.5349 -2.5182
H -4.0186 -2.3422 4.1292
H -5.4952 -3.1889 2.3227
Te 0.9218 0.3997 -1.2672
H 0.3583 -1.2053 5.0575
H 3.8945 5.7139 -0.4311
C 0.5448 -4.9366 4.0881
H -4.9706 -3.3507 -2.4418
C 0.4250 -3.2392 5.7913
H 3.7402 1.8466 -2.1086
H -1.8226 2.1355 -3.8755
H 3.8249 3.3994 -2.9405
C -0.2137 5.7213 -3.1898
H 2.1792 6.0081 -0.1074
C -1.8617 -1.8926 1.5372
H 0.5318 -5.3436 6.1976
H -0.3544 6.1044 -4.2054
H -2.7026 -2.4110 -2.7932
H -3.1123 3.6885 -0.6647
H -3.2748 3.3223 1.0642
C -2.6777 3.1294 0.1684
H 0.5652 -4.2184 2.0467
N -0.7459 -2.2874 -4.1673
H 0.3892 -2.9574 6.8372
C 2.4003 -4.2459 -1.3619
C -3.0961 -2.5242 -1.7924
H -1.2040 6.0166 -0.2471
Si -0.1108 3.8278 -3.2561
H -1.0530 6.0586 -2.5780
Si 2.6419 3.5982 -0.7368
C 0.4488 -2.6289 3.4754
H 2.8925 1.9422 1.0949
C 3.1625 2.9936 0.9704
C 1.1482 3.4026 -4.5989
H 4.9190 3.0589 -1.5818
C -0.4684 -2.2267 -3.0437
H -1.2497 2.8490 2.7926
C 3.7634 -4.7979 -1.7101
C -0.3795 2.9044 2.1323
S -0.1673 -4.3488 -0.4440
C 0.4975 -4.5782 5.4306
H 4.4177 -3.9911 -2.0385
H 0.7179 3.5406 -5.5948
C -1.7854 3.2272 -3.8886
H -2.6063 3.5896 -3.2649
N -2.3056 -2.1518 -0.8109
H 0.3810 3.5249 2.6144
H -1.7967 -1.4902 3.6395
C -4.0529 -2.7426 0.7709
S 0.5945 -1.3780 2.1949
H 2.6779 3.5554 1.7721
Si 0.4964 2.7898 -1.2546
C -4.5060 -2.8019 2.1102
H -1.5670 5.7662 1.4686
H 1.1643 -7.0908 -1.3303
C -0.8785 5.5023 0.6595
C 0.5288 -3.9630 3.1018
H 2.6446 -6.7452 -0.4271
H -5.8460 -3.5523 -0.1090
H 1.4661 2.3618 -4.5038
C -2.3893 -1.8713 2.8231
H -2.7565 2.0671 -0.0740
C -4.3842 -3.0468 -1.5852
C 1.4275 -5.0031 -0.8340
O 1.8169 -1.7337 1.5248
H 0.6013 -5.9809 3.8048
H 0.6905 6.1706 -2.7756
Si -0.8715 3.6119 0.4613
C 1.5936 -6.4688 -0.5358
H 4.2362 -5.2821 -0.8502
H 2.0434 4.0245 -4.5170
```

E ... -5111.461186 Eh
Total charge ... -2
<S²> ... 3.842
Energy above the lowest of the compared OMol25 structures with the same formula, charge and spin ... 0.000 eV
Multiplicity ... 4
HOMO energy (spin up / spin down) ... -0.955 / -1.214 eV